Molecular formula: C27H72N10O11
Method: DFT, the ωB97M-V functional and the def2-TZVPD basis

Each atom is followed by the atoms it is bonded to, with distances in Å.
Positions of all 120 atoms, in Å:
1 C -6.485 -6.390 -5.783  O2 1.454, H10 1.089, H11 1.106, H12 1.101
2 O -6.239 -5.134 -5.095  C1 1.454, C3 1.421
3 C -5.143 -4.359 -5.560  O2 1.421, C4 1.516, H13 1.093, H14 1.113
4 C -5.195 -2.975 -4.944  C3 1.516, N5 1.425, H15 1.114, H16 1.109
5 N -4.716 -2.872 -3.605  C4 1.425, C6 1.446, H17 1.006
6 C -4.341 -1.562 -3.123  N5 1.446, C7 1.541, H18 1.105, H19 1.120
7 C -3.670 -1.732 -1.746  C6 1.541, O8 1.489, H20 1.047, H21 1.088
8 O -3.320 -0.376 -1.241  C7 1.489, C9 1.450
9 C -4.416 -0.114 -0.328  O8 1.450, H22 1.106, H23 1.081, H24 1.069
10 H -7.225 -7.016 -5.287  C1 1.089
11 H -5.644 -7.108 -5.790  C1 1.106
12 H -6.837 -6.132 -6.794  C1 1.101
13 H -5.289 -4.248 -6.637  C3 1.093
14 H -4.153 -4.791 -5.288  C3 1.113
15 H -6.230 -2.566 -4.933  C4 1.114
16 H -4.583 -2.419 -5.683  C4 1.109
17 H -3.891 -3.449 -3.583  N5 1.006
18 H -5.178 -0.844 -3.045  C6 1.105
19 H -3.552 -1.129 -3.789  C6 1.120
20 H -2.838 -2.368 -1.777  C7 1.047
21 H -4.407 -2.090 -1.029  C7 1.088
22 H -4.570 -1.053 0.238  C9 1.106
23 H -5.299 0.266 -0.822  C9 1.081
24 H -4.139 0.649 0.368  C9 1.069
25 C -0.533 -3.078 7.560  O26 1.417, H34 1.086, H35 1.106, H36 1.119
26 O 0.069 -1.914 7.021  C25 1.417, C27 1.440
27 C 1.079 -1.319 7.857  O26 1.440, C28 1.489, H37 1.083, H38 1.137
28 C 1.842 -0.355 7.017  C27 1.489, N29 1.445, H39 1.084, H40 1.122
29 N 3.032 -0.824 6.343  C28 1.445, C30 1.450, H41 1.022
30 C 2.857 -1.938 5.433  N29 1.450, C31 1.564, H42 1.082, H43 1.091
31 C 2.169 -1.492 4.101  C30 1.564, O32 1.396, H44 1.101, H45 1.068
32 O 2.220 -2.522 3.161  C31 1.396, C33 1.425
33 C 1.231 -3.506 3.450  O32 1.425, H46 1.094, H47 1.078, H48 1.108
34 H -1.306 -3.523 6.941  C25 1.086
35 H -1.011 -2.957 8.551  C25 1.106
36 H 0.258 -3.868 7.601  C25 1.119
37 H 1.732 -2.104 8.220  C27 1.083
38 H 0.590 -0.825 8.756  C27 1.137
39 H 2.070 0.502 7.640  C28 1.084
40 H 1.115 0.096 6.291  C28 1.122
41 H 3.749 -0.847 7.071  N29 1.022
42 H 2.320 -2.696 5.990  C30 1.082
43 H 3.832 -2.311 5.116  C30 1.091
44 H 2.769 -0.631 3.769  C31 1.101
45 H 1.176 -1.200 4.365  C31 1.068
46 H 1.623 -4.261 4.138  C33 1.094
47 H 1.092 -3.994 2.500  C33 1.078
48 H 0.284 -3.035 3.781  C33 1.108
49 C 0.377 -1.084 -3.725  O50 1.423, H58 1.154, H59 1.102, H60 1.085
50 O 1.535 -0.961 -2.908  C49 1.423, C51 1.443
51 C 2.381 0.099 -3.401  O50 1.443, C52 1.472, H61 1.072, H62 1.106
52 C 3.651 -0.043 -2.670  C51 1.472, N53 1.440, H63 1.079, H64 1.094
53 N 3.416 0.130 -1.260  C52 1.440, C54 1.432, H65 1.027
54 C 4.649 0.083 -0.533  N53 1.432, C55 1.520, H66 1.117, H67 1.085
55 C 5.581 1.272 -0.702  C54 1.520, O56 1.362, H68 1.092, H69 1.119
56 O 5.327 2.308 0.146  C55 1.362, C57 1.396
57 C 6.008 3.489 -0.151  O56 1.396, H70 1.115, H71 1.118, H72 1.050
58 H 0.587 -0.865 -4.838  C49 1.154
59 H -0.347 -0.291 -3.473  C49 1.102
60 H -0.058 -2.073 -3.633  C49 1.085
61 H 2.001 1.082 -3.205  C51 1.072
62 H 2.579 0.081 -4.489  C51 1.106
63 H 4.491 0.532 -3.028  C52 1.079
64 H 3.997 -1.071 -2.805  C52 1.094
65 H 2.891 0.996 -1.089  N53 1.027
66 H 5.165 -0.835 -0.906  C54 1.117
67 H 4.449 -0.174 0.502  C54 1.085
68 H 5.585 1.615 -1.738  C55 1.092
69 H 6.629 0.939 -0.493  C55 1.119
70 H 6.153 3.580 -1.252  C57 1.115
71 H 7.003 3.457 0.357  C57 1.118
72 H 5.506 4.354 0.170  C57 1.050
73 C -0.624 2.680 -2.891  O74 1.449, H82 1.131, H83 1.070, H84 1.093
74 O 0.668 2.558 -2.247  C73 1.449, C75 1.386
75 C 0.724 2.788 -0.882  O74 1.386, C76 1.532, H85 1.112, H86 1.086
76 C 2.071 3.499 -0.713  C75 1.532, N77 1.450, H87 1.080, H88 1.076
77 N 2.308 4.710 -1.474  C76 1.450, C78 1.428, H89 1.025
78 C 1.498 5.831 -1.116  N77 1.428, C79 1.514, H90 1.073, H91 1.106
79 C 1.902 6.970 -2.028  C78 1.514, O80 1.404, H92 1.101, H93 1.089
80 O 1.451 6.762 -3.342  C79 1.404, C81 1.422
81 C 1.514 7.987 -4.061  O80 1.422, H94 1.119, H95 1.068, H96 1.145
82 H -1.103 3.695 -2.755  C73 1.131
83 H -1.356 2.019 -2.475  C73 1.070
84 H -0.509 2.519 -3.965  C73 1.093
85 H 0.713 1.855 -0.279  C75 1.112
86 H -0.108 3.409 -0.563  C75 1.086
87 H 2.792 2.831 -1.160  C76 1.080
88 H 2.316 3.528 0.334  C76 1.076
89 H 2.098 4.566 -2.467  N77 1.025
90 H 1.560 6.012 -0.060  C78 1.073
91 H 0.437 5.633 -1.358  C78 1.106
92 H 3.002 7.012 -2.039  C79 1.101
93 H 1.481 7.929 -1.729  C79 1.089
94 H 0.969 7.824 -5.025  C81 1.119
95 H 2.528 8.266 -4.245  C81 1.068
96 H 1.059 8.872 -3.494  C81 1.145
97 C -1.072 2.428 2.074  O98 1.242, N99 1.336, N100 1.345
98 O -0.855 3.636 2.264  C97 1.242
99 N -0.223 1.476 2.472  C97 1.336, H101 0.986, H102 0.987
100 N -2.205 1.999 1.490  C97 1.345, H103 1.008, H104 1.010
101 H 0.484 1.657 3.135  N99 0.986
102 H -0.518 0.536 2.403  N99 0.987
103 H -2.775 2.804 1.281  N100 1.008
104 H -2.571 1.096 1.758  N100 1.010
105 C 0.045 -1.363 0.604  O106 1.238, N107 1.340, N108 1.318
106 O -0.699 -1.598 1.565  C105 1.238
107 N 1.381 -1.423 0.692  C105 1.340, H109 1.014, H110 1.008
108 N -0.434 -0.871 -0.522  C105 1.318, H111 1.021, H112 1.047
109 H 2.022 -1.099 -0.024  N107 1.014
110 H 1.711 -1.899 1.517  N107 1.008
111 H -1.444 -0.781 -0.642  N108 1.021
112 H 0.107 -0.969 -1.412  N108 1.047
113 C -3.893 -2.977 2.550  O114 1.203, N115 1.349, N116 1.377
114 O -5.013 -3.039 2.986  C113 1.203
115 N -3.485 -3.419 1.342  C113 1.349, H117 0.998, H118 1.007
116 N -2.851 -2.446 3.276  C113 1.377, H119 0.987, H120 0.986
117 H -2.504 -3.324 1.182  N115 0.998
118 H -3.894 -4.296 1.064  N115 1.007
119 H -3.148 -1.775 3.936  N116 0.987
120 H -2.013 -2.316 2.773  N116 0.986

Values from the calculation:
- strongest force on any atom (eV Å⁻¹) = 3.65
- electronic energy (Ha) = -2447.00471
- SMILES string = COCCNCCOC.COCCNCCOC.COCCNCCOC.COCCNCCOC.NC(N)=O.NC(N)=O.NC(N)=O
- net charge = 0
- Kohn-Sham gap (eV) = 9.021
- ΔE to the lowest compared entry with this formula, charge and spin (kcal per mole) = 49.2